1.
Density functional theory data (ωB97M-V with the def2-TZVPD basis set) for an isolated molecule of C13H8F3NO2 at a distorted geometry.

## Properties
Gap between HOMO and LUMO ... 8.8 eV
LUMO ... -0.034 hartree
HOMO level ... -9.762 eV
Structure (SMILES) ... O=[N+]([O-])[C@H](c1cccc(F)c1)c1cc(F)cc(F)c1

Positions of all 27 atoms, in Å:
N 0.6840 -1.7402 0.7322
O 1.6341 -1.3356 1.5016
O -0.1664 -2.5748 1.1417
F -3.1815 1.5234 2.3093
C -2.8971 0.6409 1.3052
C -3.9121 -0.2516 0.8816
C -3.5373 -1.1352 -0.1513
F -4.4723 -2.0140 -0.6145
C -2.2559 -1.2510 -0.6322
C -1.2470 -0.4515 -0.0470
C 0.1133 -0.7604 -0.4330
C 1.2020 0.1829 -0.5529
C 2.1204 -0.1158 -1.5730
C 3.3466 0.5536 -1.5902
C 3.6069 1.5504 -0.6589
C 2.6227 1.9409 0.2264
F 2.8650 2.8951 1.1782
C 1.3807 1.2815 0.2987
C -1.5956 0.5903 0.8448
H -4.8889 -0.2324 1.3088
H -1.9522 -1.9285 -1.4306
H 0.1635 -1.6417 -1.1120
H 1.8468 -0.8996 -2.2732
H 4.1006 0.2014 -2.2867
H 4.6155 2.0558 -0.5992
H 0.6611 1.5937 1.0438
H -0.8571 1.3225 1.1827

Forces on atoms 1 to 2 (eV/Å):
-1.075 0.705 6.503
-2.469 -1.785 -3.273

These are the Mulliken partial charges, in e, on atoms 1 to 6: number 1, N, carries 0.841; number 2, O, carries -0.527; number 3, O, carries -0.530; number 4, F, carries -0.312; number 5, C, carries 0.407; number 6, C, carries -0.817



2.
Density functional theory data (ωB97M-V with the def2-TZVPD basis set) for an isolated molecule of C6H6S at a distorted geometry.

## Properties
Gap between HOMO and LUMO ... 7.8 eV
LUMO ... -0.009 hartree
HOMO level ... -8.067 eV
Energy above the lowest of the compared OMol25 structures with the same formula, charge and spin ... 75.74 kcal per mole
Structure (SMILES) ... C1=C[C@@H]2S[C@@H]2C=C1

Positions of all 13 atoms, in Å:
C -0.3744 0.9665 0.5074
C 0.8673 1.4091 0.1136
C 1.7397 0.4316 -0.4424
C 1.5110 -0.9148 -0.2785
C 0.4769 -1.3955 0.4620
C -0.6350 -0.4670 0.7628
H -0.9963 1.5623 1.2723
H 1.4670 2.4792 0.4501
H 2.8626 0.6736 -0.6985
H 2.3406 -1.5548 -0.5402
H 0.2923 -2.5092 0.4293
H -1.3364 -0.5126 1.6817
S -1.6339 -0.0199 -0.5840

Forces on atoms 1 to 2 (eV/Å):
-4.389 0.775 2.386
6.660 1.118 -1.555

These are the Mulliken partial charges, in e, on atoms 1 to 6: number 1, C, carries -0.400; number 2, C, carries -0.237; number 3, C, carries -0.288; number 4, C, carries -0.105; number 5, C, carries -0.654; number 6, C, carries 0.092



3.
Density functional theory data (ωB97M-V with the def2-TZVPD basis set) for an isolated molecule of C2H3N3O3 at a distorted geometry.

## Properties
Gap between HOMO and LUMO ... 10.3 eV
LUMO ... -0.008 hartree
HOMO level ... -10.560 eV
Energy above the lowest of the compared OMol25 structures with the same formula, charge and spin ... 47.51 kcal per mole
Structure (SMILES) ... O=c1nc(O)n(O)[nH]1

Positions of all 11 atoms, in Å:
C -0.7306 0.5199 0.2346
C 0.6169 0.7716 -1.3037
H -1.7732 0.0948 1.8604
H 1.3370 -1.2444 -1.2745
H 0.6748 -0.8287 1.7552
N -0.2233 1.4229 -0.5613
N 1.1188 -0.5141 -0.6541
N -0.2171 -0.8595 -0.0303
O -1.8350 0.7880 1.0297
O 1.0468 1.1848 -2.3933
O -0.0151 -1.3353 1.3371

Forces on atoms 1 to 2 (eV/Å):
-1.685 0.862 -1.315
5.733 -0.898 -5.591

These are the Mulliken partial charges, in e, on atoms 1 to 6: number 1, C, carries 0.480; number 2, C, carries 0.543; number 3, H, carries 0.419; number 4, H, carries 0.275; number 5, H, carries 0.348; number 6, N, carries -0.390



4.
Density functional theory data (ωB97M-V with the def2-TZVPD basis set) for a cluster of 2 separate species, CHN3O3S in total at a distorted geometry.

## Properties
Gap between HOMO and LUMO (alpha / beta) ... 6.1 / 6.1 eV
LUMO (alpha / beta) ... -0.145 / -0.145 hartree
HOMO level (alpha / beta) ... -10.061 / -10.069 eV
Energy above the lowest of the compared OMol25 structures with the same formula, charge and spin ... 201.90 kcal per mole

Positions of all 9 atoms, in Å:
C 1.1673 1.5512 0.3033
N 0.2545 2.2325 0.3953
N -0.2418 -0.5262 -0.9192
N -0.3941 -1.3946 0.1343
O -1.1052 -1.0170 1.0570
O 0.2617 -2.3872 -0.0124
O -0.8849 0.5412 -0.9224
S 2.3010 0.4003 0.0222
H -1.3586 0.5996 -0.0582

Forces on atoms 1 to 2 (eV/Å):
2.829 -1.923 -0.272
-2.465 1.934 0.364

These are the Mulliken partial charges, in e, on atoms 1 to 6: number 1, C, carries 0.417; number 2, N, carries -0.419; number 3, N, carries -0.284; number 4, N, carries 1.250; number 5, O, carries -0.617; number 6, O, carries -0.499



5.
Density functional theory data (ωB97M-V with the def2-TZVPD basis set) for a structure of composition C30H39IrN6O5S2 at a distorted geometry.

## Properties
Gap between HOMO and LUMO (alpha / beta) ... 5.9 / 5.6 eV
LUMO (alpha / beta) ... 0.013 / -0.084 hartree
HOMO level (alpha / beta) ... -5.493 / -7.921 eV
Spin multiplicity ... 5
Energy above the lowest of the compared OMol25 structures with the same formula, charge and spin ... 37.75 kcal per mole

Positions of all 83 atoms, in Å:
Ir 10.4890 10.4863 12.9375
O 7.3641 12.4096 11.0903
C 8.5012 12.0224 11.2725
O 8.7103 11.0698 12.2056
C 9.7488 12.5042 10.4690
C 10.5256 11.3966 9.8388
C 11.4811 11.9249 8.7910
C 12.5665 12.6239 9.5620
C 12.1231 12.5420 10.9889
O 11.4509 11.0612 11.0814
C 10.8678 13.3259 11.2355
C 10.5125 13.4732 12.7560
O 10.1017 14.5197 13.2091
O 10.7337 12.4316 13.5361
H 9.4350 13.2218 9.6926
H 9.9315 10.5171 9.5806
H 10.8546 12.6094 8.2297
H 11.8520 11.1393 8.1095
H 12.6264 13.7122 9.3821
H 13.5674 12.2334 9.4160
H 12.9330 12.5968 11.7564
H 10.9200 14.3159 10.7244
S 10.4198 8.3399 12.1121
C 12.0863 8.1402 12.3545
N 12.8364 7.1476 11.8770
N 12.3983 6.7177 10.7175
C 12.8027 7.2114 9.5025
C 12.2302 6.7478 8.2959
C 12.7327 7.1892 7.0932
C 13.7096 8.1739 7.0396
C 14.2173 8.6932 8.2275
C 13.7692 8.2101 9.4174
N 12.7752 8.8707 13.2765
N 12.2000 9.9699 13.7517
C 12.6259 10.2571 15.0925
C 12.9066 9.1649 15.9612
C 13.2929 9.4734 17.2500
C 13.3629 10.8178 17.6993
C 13.1355 11.8613 16.8231
C 12.7922 11.5766 15.5050
H 11.7973 5.8799 10.8246
H 11.4134 6.0356 8.2953
H 12.3189 6.8402 6.1559
H 14.1681 8.4536 6.0829
H 14.9379 9.5070 8.2163
H 14.1936 8.5923 10.3441
H 12.9768 8.1577 15.5424
H 13.5484 8.6794 17.9342
H 13.5495 11.0476 18.7558
H 13.2513 12.9163 17.1098
H 12.6844 12.3805 14.7447
C 6.3334 7.7456 14.0112
C 5.1166 8.6276 14.1782
C 5.3513 10.1338 14.1028
C 5.6926 10.8180 15.4114
N 7.0538 10.4773 15.8981
C 8.1423 11.0663 15.3315
S 9.4711 9.9689 15.0019
N 8.1874 12.3770 15.0742
C 7.6323 13.4145 15.9864
C 7.4685 14.7696 15.2662
C 6.1178 15.1360 14.6627
C 5.9543 14.9667 13.1579
H 6.1024 6.6614 14.1470
H 7.1255 7.9852 14.7611
H 6.7359 7.9193 13.0040
H 4.5561 8.3788 15.0844
H 4.4194 8.3817 13.3282
H 4.3617 10.5550 13.8361
H 6.1178 10.4053 13.3489
H 5.0558 10.6034 16.2567
H 5.6483 11.9173 15.2362
H 7.1966 9.5005 16.1547
H 8.9723 12.6932 14.5159
H 8.3351 13.5142 16.8225
H 6.6775 13.0360 16.3982
H 8.2376 14.8401 14.4995
H 7.7121 15.4943 16.0669
H 6.0438 16.2332 14.8612
H 5.2488 14.6821 15.2073
H 6.8781 15.2109 12.6172
H 5.1542 15.6274 12.7583
H 5.6837 13.9583 12.8505

Forces on atoms 1 to 2 (eV/Å):
-1.503 -0.101 1.399
0.770 0.487 -0.669

These are the Mulliken partial charges, in e, on atoms 1 to 6: number 1, Ir, carries 2.525; number 2, O, carries -0.729; number 3, C, carries 0.025; number 4, O, carries -0.542; number 5, C, carries -0.450; number 6, C, carries 0.031



6.
Density functional theory data (ωB97M-V with the def2-TZVPD basis set) for an isolated molecule of C5H5NOS at a distorted geometry.

## Properties
Gap between HOMO and LUMO ... 9.3 eV
LUMO ... 0.016 hartree
HOMO level ... -8.822 eV
Energy above the lowest of the compared OMol25 structures with the same formula, charge and spin ... 58.80 kcal per mole
Structure (SMILES) ... N#CC1=COCCS1

Positions of all 13 atoms, in Å:
C 0.0853 -1.7155 2.0320
C 0.3612 -0.9270 0.7839
C -0.2791 -1.3429 -0.3594
C 0.1944 0.6822 -1.3003
C -0.1264 1.5420 -0.0466
H -0.9077 -2.2918 -0.4773
H -0.1282 1.0835 -2.3016
H 1.2475 0.7741 -1.2629
H -1.2224 1.7283 0.1577
H 0.1475 2.6379 -0.1524
N 0.1197 -2.2747 3.0482
O -0.3627 -0.6098 -1.4451
S 0.8711 0.7138 1.3238

Forces on atoms 1 to 2 (eV/Å):
1.326 -0.149 -0.722
-2.106 -1.551 1.764

These are the Mulliken partial charges, in e, on atoms 1 to 6: number 1, C, carries 0.001; number 2, C, carries 0.343; number 3, C, carries -0.088; number 4, C, carries -0.580; number 5, C, carries -0.557; number 6, H, carries 0.342



So what do the calculations give for total energy? Going down the list: -27343.8103 -17151.1224 -12731.8977 -22492.7799 -75426.1242 -19636.4418 eV.